Record 1
ORCA calculation (ωB97M-V/def2-TZVPD) on 9 unconnected molecules or ions with the total composition C24H52N4O14.

Summary:
* energy above the lowest of the compared OMol25 structures with the same formula, charge and spin: 1.347 eV
* frontier orbital gap: 6.9 eV
* E_tot: -2217.23220 a.u.

XYZ file:
```
94
Properties=species:S:1:pos:R:3:lowdin_charge:R:1
C -2.517 2.211 -2.270 0.043
C -3.926 1.674 -2.524 -0.274
O -4.379 1.752 -3.693 0.117
N -4.640 1.056 -1.385 0.134
H -4.211 0.250 -1.225 0.049
H -4.541 1.588 -0.664 0.097
C -6.061 0.530 -1.639 0.051
H -2.550 3.198 -2.513 0.077
H -1.712 1.654 -2.625 0.086
H -2.332 2.133 -1.155 0.062
H -5.843 -0.362 -2.361 0.143
H -6.691 1.432 -2.093 0.150
H -6.493 0.089 -0.748 0.088
C -1.527 -1.056 2.282 -0.011
C -0.311 -0.923 1.344 -0.274
O 0.551 -1.790 1.506 0.122
N -0.488 -0.046 0.027 0.153
H -0.949 -0.763 -0.467 0.008
H -1.053 0.779 0.177 0.076
C 0.754 0.423 -0.727 0.004
H -2.288 -0.105 2.179 0.121
H -1.182 -0.927 3.362 0.078
H -2.068 -1.995 2.115 0.069
H 0.519 0.679 -1.702 0.001
H 1.602 -0.262 -1.040 0.108
H 1.246 1.224 -0.250 0.070
N -1.675 3.352 0.203 -0.509
O -0.959 3.311 -0.810 -0.078
O -2.642 4.162 0.183 -0.005
O -1.953 2.194 0.655 -0.112
N -2.441 -1.763 -0.777 -0.407
O -3.097 -1.075 0.134 -0.052
O -2.417 -1.301 -1.938 0.036
O -1.348 -2.087 -0.371 -0.144
C 3.072 3.773 0.886 -0.049
C 2.224 4.512 -0.170 -0.478
C 3.181 5.243 -1.120 -0.030
O 1.473 3.616 -0.897 -0.065
H 3.470 4.411 1.737 0.084
H 3.799 3.106 0.597 0.030
H 2.210 3.176 1.644 0.146
H 1.511 5.072 0.368 0.127
H 3.957 4.735 -1.651 0.074
H 3.713 6.005 -0.512 0.096
H 2.728 5.698 -1.907 0.038
H 0.769 3.444 -0.329 0.004
C -1.656 -6.061 -0.442 -0.067
C -1.448 -4.846 0.397 -0.460
C -1.231 -5.201 1.974 -0.027
O -0.335 -4.149 -0.112 -0.128
H -2.566 -6.433 -0.107 0.048
H -0.753 -6.677 -0.314 0.097
H -1.762 -5.875 -1.562 0.107
H -2.384 -4.182 0.481 0.139
H -1.515 -4.395 2.739 0.083
H -0.214 -5.484 2.224 0.067
H -1.833 -6.030 2.279 0.045
H -0.552 -3.411 -0.755 0.043
C 2.075 -4.210 -3.538 -0.044
C 1.195 -3.716 -2.382 -0.531
C 2.106 -3.062 -1.327 -0.037
O 0.345 -2.733 -2.793 -0.066
H 2.738 -3.399 -3.897 0.095
H 1.494 -4.531 -4.329 0.050
H 2.636 -5.047 -3.484 0.039
H 0.728 -4.636 -2.003 0.128
H 2.451 -2.025 -1.627 0.077
H 3.060 -3.627 -1.390 0.091
H 1.593 -2.902 -0.400 0.039
H -0.376 -2.585 -1.983 0.131
C 4.174 0.348 -3.637 -0.007
C 3.053 1.318 -3.077 -0.436
C 1.561 1.127 -3.423 -0.034
O 3.164 1.180 -1.683 -0.069
H 5.149 0.481 -3.298 0.051
H 4.165 0.468 -4.773 0.106
H 3.740 -0.528 -3.329 0.026
H 3.387 2.292 -3.305 0.111
H 1.232 2.125 -3.059 0.090
H 1.028 0.205 -2.912 0.102
H 1.283 1.155 -4.449 0.067
H 2.619 1.827 -1.302 0.003
C -0.710 1.306 6.174 0.057
C -0.677 2.508 7.049 0.120
C 0.702 3.012 7.610 -0.332
O 0.797 4.164 8.155 0.054
C 1.833 2.169 7.323 -0.022
C 1.758 1.074 6.512 0.022
C 0.509 0.506 5.918 -0.355
O 0.476 -0.503 5.145 0.050
H -1.568 0.797 5.866 0.082
H -1.571 2.899 7.316 0.057
H 2.823 2.670 7.402 0.136
H 2.766 0.575 6.255 0.149
```

---

Record 2
ORCA calculation (ωB97M-V/def2-TZVPD) on a molecular structure, C24H45NP2SiW.

Summary:
* energy above the lowest of the compared OMol25 structures with the same formula, charge and spin: 8.016 eV
* frontier orbital gap (spin up / spin down): 3.8 / 3.3 eV
* <S²>: 2.087
* spin multiplicity: 3
* total charge: +2
* E_tot: -2034.51379 a.u.

XYZ file:
```
74
Properties=species:S:1:pos:R:3:mulliken_spin:R:1
P 1.907 2.482 -2.983 0.000
P -2.133 1.227 -2.107 -0.002
C 0.247 2.318 -3.768 0.001
C -1.100 2.506 -2.953 0.002
H 0.224 1.421 -4.432 0.000
H 0.248 3.138 -4.523 0.000
H -0.996 3.364 -2.249 0.000
H -1.836 2.771 -3.742 -0.001
C -2.684 0.148 -3.431 0.003
H -3.278 -0.652 -2.975 0.000
H -1.835 -0.324 -3.955 0.001
H -3.263 0.742 -4.140 0.000
C -3.412 2.148 -1.378 -0.001
H -4.022 2.518 -2.198 0.000
H -3.013 2.988 -0.817 0.001
H -4.014 1.527 -0.727 -0.001
C 3.027 2.282 -4.404 -0.001
H 4.066 2.191 -4.071 0.000
H 2.967 3.145 -5.071 0.000
H 2.779 1.409 -5.014 0.001
C 2.171 4.223 -2.487 -0.001
H 1.270 4.621 -1.990 0.000
H 2.392 4.825 -3.380 0.000
H 3.012 4.234 -1.774 0.000
W 0.350 -1.139 2.033 1.752
C -1.072 0.239 -1.189 -0.047
C -0.679 -0.854 -2.235 -0.032
C 0.563 -0.672 -2.908 -0.019
C 2.016 -0.896 -2.180 -0.007
C 2.752 0.329 -2.117 -0.001
C 2.371 1.607 -1.589 -0.005
C 1.058 1.893 -0.533 0.023
C -0.104 0.958 -0.184 -0.151
C 2.303 -0.730 1.389 0.015
H -1.773 -0.269 -0.464 -0.065
H -0.884 -1.857 -1.755 0.014
H 0.493 0.416 -3.101 0.014
H 0.572 -1.183 -3.899 -0.002
H 2.028 -1.308 -1.145 0.015
H 2.514 -1.554 -2.893 0.000
H 3.689 0.424 -2.706 -0.001
H 3.219 1.906 -0.912 -0.007
H 0.681 2.909 -0.761 -0.002
H 1.629 1.919 0.427 0.013
H 0.192 0.363 0.738 0.391
H -0.753 1.664 0.318 0.001
H 2.147 0.234 1.928 0.028
H 2.703 -0.594 0.388 0.011
H 2.805 -1.468 2.024 -0.026
C 0.293 -3.422 0.976 -0.043
Si -0.642 -3.599 2.610 0.005
C -2.333 -4.128 2.119 0.008
C 0.515 -4.397 3.770 0.009
N -0.716 -1.972 3.329 0.027
C -1.158 -1.140 4.326 0.005
C -0.721 0.205 4.404 0.020
C -0.750 0.857 5.655 0.017
C -1.268 0.222 6.798 -0.002
C -1.866 -1.045 6.646 0.001
C -1.881 -1.682 5.400 -0.008
H 1.226 -4.013 0.971 0.011
H 0.541 -2.379 0.561 0.061
H -0.324 -3.937 0.205 0.002
H -2.489 -5.148 1.755 0.000
H -3.008 -4.009 2.966 0.000
H -2.755 -3.493 1.328 0.003
H 1.537 -4.018 3.692 -0.001
H 0.194 -4.119 4.771 -0.003
H 0.599 -5.476 3.744 0.000
H -0.343 0.735 3.510 -0.030
H -0.343 1.862 5.779 0.001
H -1.242 0.729 7.776 0.000
H -2.289 -1.551 7.527 0.000
H -2.325 -2.673 5.278 -0.001
```

---

Record 3
ORCA calculation (ωB97M-V/def2-TZVPD) on 3 unconnected molecules or ions with the total composition C4H12OS.

Summary:
* energy above the lowest of the compared OMol25 structures with the same formula, charge and spin: 6.418 eV
* frontier orbital gap: 5.4 eV
* E_tot: -632.79124 a.u.

XYZ file:
```
18
Properties=species:S:1:pos:R:3:nbo_charge:R:1
C 0.742 -1.932 0.042 -0.628
C -0.304 -1.402 1.020 -0.407
C -0.697 0.039 0.746 -0.727
S 0.564 1.224 1.041 0.577
C -0.166 2.420 -0.213 -0.718
H 1.286 -2.867 0.215 0.215
H 1.598 -1.260 -0.065 0.194
H 0.266 -2.139 -0.928 0.240
H -1.210 -2.015 0.968 0.224
H 0.048 -1.515 2.051 0.190
H -1.028 -0.011 -0.440 0.401
H -1.636 0.252 1.268 0.270
H 0.397 3.341 -0.322 0.222
H -1.138 2.634 0.226 0.216
H -0.209 1.823 -1.138 0.315
H 2.004 1.325 -0.365 0.111
H 0.190 -0.011 -2.222 0.429
O -0.707 0.095 -1.884 -1.125
```